Molecular formula: C84H210F2N15O32S2Sn
Method: DFT, ωB97M-V/def2-TZVPD

The geometry in XYZ format:
```
346
Properties=species:S:1:pos:R:3
Sn 1.42566 -2.83734 -2.23180
N 0.89344 -0.64124 -0.28713
S -0.11125 0.40918 0.13131
O 0.22524 1.80802 -0.01996
O -1.32170 0.17018 0.93489
F -0.90527 0.14491 -1.25584
S 1.60631 -0.70776 1.26282
O 1.14965 -1.84631 2.09910
O 2.20260 0.50888 1.79487
F 2.90542 -1.37902 0.62207
C -2.69686 2.43827 -5.65733
O -2.45795 1.15424 -6.15799
C -2.10197 1.05596 -7.51950
C -3.24417 1.45212 -8.44085
N -4.40545 0.54261 -8.40201
C -5.51234 1.12650 -9.08199
C -6.74958 0.27771 -8.96996
O -7.17818 0.30319 -7.61335
C -8.46989 -0.29706 -7.48985
H -1.79655 3.01813 -5.86057
H -2.74817 2.19239 -4.59667
H -3.53563 2.98671 -6.08603
H -1.87499 0.01662 -7.75686
H -1.17862 1.61696 -7.66375
H -2.78295 1.46634 -9.42835
H -3.58758 2.46365 -8.22410
H -4.64306 0.24278 -7.46726
H -5.17919 1.22706 -10.11495
H -5.76416 2.08050 -8.61876
H -6.50517 -0.76472 -9.17420
H -7.49290 0.66856 -9.66480
H -9.21111 0.12291 -8.16979
H -8.76872 -0.21714 -6.44467
H -8.28367 -1.33127 -7.77940
C 2.09969 -0.92252 -8.43525
O 1.63992 -0.45459 -7.20493
C 1.93394 0.94607 -6.98862
C 1.52701 1.25303 -5.52644
N 2.37625 0.55645 -4.56399
C 2.19252 0.77380 -3.13488
C 3.55427 0.41976 -2.45860
O 3.98753 -0.96240 -2.63609
C 5.39452 -1.25372 -2.49375
H 1.75204 -1.93809 -8.62463
H 3.18295 -1.04327 -8.42751
H 1.66131 -0.25104 -9.17352
H 1.35410 1.51079 -7.71867
H 2.99995 1.09005 -7.16463
H 0.45604 1.16688 -5.34284
H 1.55270 2.32198 -5.31481
H 3.34194 0.62291 -4.85234
H 1.42869 0.09811 -2.75003
H 1.95184 1.79517 -2.83993
H 3.48886 0.67810 -1.40168
H 4.32806 1.07558 -2.85765
H 5.60947 -2.16851 -3.04607
H 5.65478 -1.39253 -1.44442
H 6.02082 -0.56658 -3.06267
C -2.64016 -3.89530 -2.00412
O -1.63022 -3.16371 -1.33034
C -1.68959 -3.26241 0.06289
C -0.79344 -4.41499 0.65966
N 0.62258 -3.95810 0.61534
C 1.49453 -5.07277 0.85909
C 2.96696 -4.74816 0.86508
O 3.39952 -4.29015 -0.39176
C 4.77521 -3.99316 -0.46454
H -2.80130 -4.87536 -1.55511
H -2.41181 -3.94100 -3.06895
H -3.61058 -3.42531 -1.84444
H -2.68740 -3.44220 0.46308
H -1.31085 -2.30117 0.41027
H -0.96493 -5.30457 0.05357
H -1.23396 -4.64918 1.62879
H 0.80056 -3.24936 1.31256
H 1.41218 -5.85963 0.10931
H 1.22339 -5.43765 1.84977
H 3.53992 -5.59081 1.25208
H 3.19291 -3.97652 1.60103
H 5.10998 -3.18541 0.18627
H 4.85744 -3.67972 -1.50526
H 5.39006 -4.86826 -0.25415
C -2.52165 4.30973 2.83220
O -3.29189 3.33086 3.58919
C -4.52085 3.06057 2.87550
C -5.29539 1.96429 3.63119
N -5.70712 2.25609 5.02092
C -6.56456 1.21810 5.45205
C -6.76540 1.39088 6.93919
O -5.59280 1.19320 7.69927
C -5.85731 1.39301 9.08297
H -2.96596 5.29789 2.95149
H -2.45026 4.11082 1.76288
H -1.50781 4.34429 3.23098
H -4.32665 2.74022 1.85190
H -5.08723 3.98043 2.72997
H -4.70562 1.04828 3.59685
H -6.24836 1.77704 3.13632
H -4.89920 2.10714 5.60844
H -6.16333 0.21848 5.28509
H -7.55320 1.14895 4.99828
H -7.50637 0.65556 7.25280
H -7.17018 2.38992 7.10097
H -5.93778 2.47191 9.21569
H -5.00369 1.13226 9.70862
H -6.69636 0.82062 9.47851
C -6.38022 -2.39808 7.66587
O -5.29312 -2.48599 6.75632
C -4.01469 -2.03092 7.28044
C -3.21527 -1.01606 6.45610
N -2.98063 -1.60436 5.15109
C -2.23122 -0.76939 4.17520
C -0.82184 -0.50150 4.69016
O -0.05687 0.29822 3.80139
C -0.41114 1.68884 3.75494
H -7.29378 -2.44270 7.07299
H -6.45597 -1.42338 8.14788
H -6.44273 -3.20791 8.39276
H -3.37770 -2.91247 7.35269
H -4.17341 -1.75799 8.32371
H -2.30271 -0.68430 6.95135
H -3.75934 -0.07461 6.38017
H -3.82795 -2.02377 4.79579
H -2.67066 0.22649 4.11850
H -2.20308 -1.21362 3.18023
H -0.27503 -1.44362 4.72899
H -0.81909 -0.12571 5.71333
H -1.29258 1.85282 3.13503
H 0.38344 2.24946 3.26255
H -0.61243 2.19168 4.70085
C 4.15751 -5.38921 -3.77766
O 3.70388 -4.05606 -3.83994
C 3.62330 -3.48308 -5.14586
C 2.20281 -3.78057 -5.81801
N 1.30100 -2.74882 -5.23274
C -0.03454 -2.97915 -5.73817
C -0.84416 -1.77613 -5.33933
O -0.99938 -1.74728 -3.90851
C -2.16439 -1.03293 -3.62486
H 3.46468 -5.97780 -4.37904
H 4.19273 -5.69538 -2.73214
H 5.17026 -5.55491 -4.14505
H 4.48774 -3.74770 -5.75481
H 3.66922 -2.39951 -5.03686
H 1.82168 -4.76993 -5.56502
H 2.28101 -3.67383 -6.89995
H 1.62286 -1.84179 -5.53904
H -0.41162 -3.90353 -5.30063
H 0.01782 -3.17517 -6.80912
H -1.77415 -1.82010 -5.90614
H -0.46649 -0.77279 -5.53625
H -2.06055 0.02014 -3.88631
H -2.36098 -1.13517 -2.55762
H -3.03684 -1.34185 -4.20061
C -5.10842 0.74551 -0.65476
O -5.00140 0.22953 0.65417
C -4.58129 -1.12458 0.73595
C -4.94113 -1.69062 2.10975
N -6.39893 -1.82770 2.30645
C -6.63266 -2.68422 3.48730
C -8.06673 -2.50311 4.03136
O -8.28583 -1.17415 4.65787
C -9.68702 -0.93845 4.92811
H -4.19026 0.57015 -1.21541
H -5.38915 1.78645 -0.81517
H -5.90157 0.17520 -1.13825
H -3.52332 -1.03502 0.48940
H -5.15557 -1.71404 0.02123
H -4.67977 -0.99861 2.91032
H -4.48447 -2.67868 2.16699
H -6.82512 -0.91720 2.40363
H -5.88561 -2.55283 4.27009
H -6.57678 -3.66726 3.01975
H -8.21954 -3.23049 4.82865
H -8.72650 -2.67629 3.18118
H -10.16572 -0.99369 3.95041
H -9.71809 0.08487 5.30220
H -10.23355 -1.47304 5.70503
C 7.90166 2.44196 3.80583
O 7.54163 1.99607 2.51789
C 6.21804 2.28312 2.11032
C 5.71983 1.38053 0.98503
N 5.86072 1.88928 -0.39323
C 7.26514 2.07655 -0.71409
C 7.57845 2.50161 -2.11668
O 8.96570 2.63762 -2.25021
C 9.37581 3.23818 -3.45741
H 7.36566 2.25363 4.73607
H 7.82424 3.52869 3.83930
H 8.96891 2.25739 3.92836
H 6.15944 3.32582 1.79816
H 5.55810 2.14434 2.96666
H 4.67792 1.16141 1.21850
H 6.25348 0.43412 1.07239
H 5.39738 2.78091 -0.49533
H 7.78927 1.14484 -0.50125
H 7.66060 2.83047 -0.03342
H 7.09128 3.46034 -2.29447
H 7.27337 1.76216 -2.85711
H 10.45154 3.16408 -3.61682
H 9.06600 4.28226 -3.50209
H 8.89344 2.69465 -4.26982
C -3.45716 -7.24888 1.36639
O -3.06444 -6.05741 2.05780
C -3.47862 -5.94696 3.41376
C -2.62462 -4.96154 4.20220
N -1.32329 -5.49991 4.54586
C -0.33732 -4.44564 4.84676
C 0.93460 -5.13460 5.38776
O 1.87217 -4.11017 5.66258
C 3.12635 -4.60854 6.12811
H -2.92364 -7.33046 0.41940
H -4.52347 -7.30990 1.14875
H -3.08526 -8.15600 1.84277
H -3.38749 -6.91942 3.89761
H -4.53089 -5.67338 3.33629
H -3.21868 -4.77920 5.09771
H -2.56534 -4.07489 3.57097
H -1.02428 -6.13480 3.81948
H -0.75053 -3.79690 5.61909
H -0.08610 -3.87476 3.95285
H 1.36913 -5.82455 4.66440
H 0.67288 -5.64827 6.31283
H 3.19352 -4.87273 7.18347
H 3.90028 -3.87529 5.90121
H 3.43336 -5.51272 5.60247
C -0.46951 7.04857 0.47885
O -0.97603 7.73423 -0.65574
C -0.52326 7.25950 -1.90934
C -0.64120 8.35298 -2.94845
N -0.82950 7.66143 -4.26202
C -2.20479 7.09118 -4.55245
C -2.28912 6.44108 -5.95137
O -2.14319 7.39918 -6.89377
C -2.21813 6.80903 -8.25487
H 0.48314 7.45662 0.81657
H -0.25278 6.00280 0.26092
H -1.17510 7.08060 1.30905
H -1.01787 6.30688 -2.09904
H 0.53532 7.00487 -1.96100
H 0.25607 8.97184 -2.94501
H -1.55040 8.90453 -2.70918
H -0.45218 8.31918 -4.92918
H -2.97228 7.86397 -4.59564
H -2.49073 6.39866 -3.76078
H -3.22946 5.90059 -6.05972
H -1.39350 5.83673 -6.09533
H -3.18439 6.38606 -8.52973
H -1.43592 6.08664 -8.48810
H -2.05549 7.66057 -8.91557
C 8.35011 -11.03137 -0.39110
O 9.08505 -9.86290 -0.35395
C 9.97829 -9.84242 0.75097
C 10.56281 -8.42508 0.80125
N 9.74793 -7.33943 1.29951
C 9.48243 -7.42872 2.73563
C 8.95161 -6.10165 3.26966
O 7.63817 -5.92664 2.73027
C 7.00702 -4.75043 3.15703
H 8.90741 -11.96279 -0.49095
H 7.74072 -10.94828 -1.29101
H 7.62996 -11.17469 0.41448
H 10.79272 -10.53787 0.54811
H 9.57221 -10.10918 1.72669
H 10.92183 -8.26509 -0.21542
H 11.54001 -8.49829 1.27855
H 8.85537 -7.44064 0.83778
H 10.27509 -7.75545 3.40871
H 8.64537 -8.12633 2.76334
H 9.63056 -5.27844 3.04727
H 8.89288 -6.13902 4.35743
H 6.37313 -5.03549 3.99669
H 6.23641 -4.49296 2.43041
H 7.62856 -3.91302 3.47410
C 4.37205 -1.60221 3.78392
O 4.26084 -0.94639 5.04435
C 3.00767 -0.15672 4.98471
C 3.11124 0.83167 6.18925
N 2.83057 0.29134 7.51503
C 1.43517 -0.04643 7.71382
C 0.53074 1.22663 7.88690
O -0.74950 0.93981 8.49916
C -1.61945 2.05966 8.67400
H 4.45425 -0.95719 2.90912
H 3.49323 -2.23112 3.64162
H 5.30731 -2.16010 3.83019
H 2.08293 -0.73373 4.98876
H 3.00417 0.47316 4.09514
H 2.58240 1.73795 5.89418
H 4.12615 1.22778 6.22336
H 3.36202 -0.53714 7.74147
H 1.33805 -0.53748 8.68208
H 1.06985 -0.79779 7.01374
H 0.46039 1.63137 6.87727
H 0.95949 1.97573 8.55256
H -1.22610 2.85397 9.30839
H -2.65031 1.81553 8.93057
H -1.71941 2.63374 7.75284
C 1.79910 5.23378 3.03300
O 1.91560 5.21448 1.64260
C 2.33077 3.89004 1.23032
C 2.63732 3.85644 -0.25629
N 3.85889 4.60630 -0.49843
C 3.97657 4.66761 -1.96345
C 4.74277 5.91505 -2.44873
O 3.89426 6.97894 -2.40991
C 2.87633 7.04891 -3.47559
H 1.93334 6.26237 3.36781
H 2.54687 4.69861 3.61826
H 0.77945 5.01450 3.34976
H 1.53099 3.19002 1.47203
H 3.22028 3.56465 1.76976
H 1.77750 4.32254 -0.73750
H 2.61306 2.83733 -0.64221
H 3.69168 5.54032 -0.15237
H 3.01961 4.68712 -2.48495
H 4.47216 3.78462 -2.36696
H 5.13307 5.81159 -3.46118
H 5.54208 6.13553 -1.74120
H 3.50393 6.92924 -4.35871
H 2.24869 7.93921 -3.43642
H 2.18425 6.21572 -3.59777
C -6.12375 4.86193 -7.10879
O -5.63168 5.03167 -5.76671
C -6.68584 4.71118 -4.80584
C -6.15247 4.97344 -3.45927
N -4.94176 4.25222 -3.18650
C -4.19591 4.74143 -2.01539
C -2.93351 3.82323 -1.90955
O -2.08669 4.04990 -3.07099
C -0.82753 3.34445 -3.01116
H -5.30916 5.06307 -7.80455
H -6.91970 5.56816 -7.34501
H -6.49100 3.83758 -7.17158
H -7.03784 3.68121 -4.74777
H -7.52420 5.37273 -5.02403
H -6.91943 4.74633 -2.71880
H -5.89457 6.02824 -3.36442
H -4.41102 4.30327 -4.04430
H -4.83065 4.62246 -1.13730
H -3.98790 5.80911 -2.08531
H -3.22484 2.77402 -1.86063
H -2.30692 4.04088 -1.04461
H -0.31155 3.70012 -2.11933
H -0.22044 3.67153 -3.85530
H -0.99684 2.26769 -3.01452
```

Calculated values
- molar mass (g/mol) = 2163.5
- spin multiplicity = 1
- net charge = +1
- LUMO energy (eV) = -4.45
- HOMO level (eV) = -9.4
- largest force on an atom (eV/Å) = 11.63
- E_tot (a.u.) = -7764.8190